Formula: C10H29F3IN9O18P
Source: the OMol25 dataset
Level of theory: wB97M-V/def2-TZVPD

Geometry as XYZ:
```
71
Properties=species:S:1:pos:R:3
F -2.335 -0.543 -1.670
C -2.017 0.694 -2.069
F -3.132 1.438 -2.004
F -1.594 0.670 -3.324
P -0.769 1.466 -0.880
I 1.247 2.116 -1.967
H -1.371 2.600 -0.346
H -0.495 0.497 0.089
C -3.988 -2.155 -3.527
N -4.857 -2.943 -4.444
O -4.332 -3.835 -5.079
O -6.023 -2.635 -4.489
H -2.980 -2.543 -3.596
H -4.034 -1.119 -3.849
H -4.386 -2.267 -2.524
C 5.825 1.487 -3.615
N 4.765 2.234 -4.348
O 3.636 2.249 -3.877
O 5.085 2.781 -5.367
H 5.388 1.051 -2.725
H 6.201 0.720 -4.285
H 6.606 2.197 -3.364
C 2.082 2.442 2.776
N 0.954 1.952 1.946
O 0.320 2.770 1.300
O 0.724 0.761 1.958
H 2.152 3.516 2.657
H 1.869 2.175 3.809
H 2.983 1.945 2.427
C -3.256 -6.512 -5.486
N -2.255 -7.492 -5.990
O -2.658 -8.552 -6.410
O -1.091 -7.152 -5.941
H -4.244 -6.944 -5.587
H -3.019 -6.312 -4.447
H -3.160 -5.616 -6.084
C -4.319 0.320 1.364
N -3.382 1.031 2.279
O -2.654 1.895 1.810
O -3.411 0.710 3.436
H -4.194 0.714 0.363
H -4.077 -0.737 1.408
H -5.325 0.499 1.728
C 2.901 -0.492 5.524
N 3.262 0.748 6.261
O 2.859 1.824 5.838
O 3.934 0.619 7.251
H 2.304 -0.219 4.661
H 3.817 -0.985 5.232
H 2.331 -1.113 6.208
C 2.925 -4.308 3.053
N 3.570 -3.402 4.042
O 4.220 -2.462 3.619
O 3.408 -3.661 5.209
H 3.160 -3.952 2.058
H 3.323 -5.304 3.220
H 1.856 -4.283 3.241
C -0.334 2.368 7.126
N -0.427 1.754 5.774
O -0.787 2.452 4.852
O -0.120 0.584 5.677
H -0.632 3.406 7.051
H -0.999 1.813 7.781
H 0.698 2.275 7.451
C -0.626 4.957 -5.190
N 0.231 5.635 -4.179
O 0.924 6.546 -4.549
O 0.174 5.220 -3.033
H -0.466 5.433 -6.149
H -0.331 3.912 -5.218
H -1.657 5.062 -4.866
```

Computed properties:
LUMO energy ... -4.3930 eV
Gap between HOMO and LUMO ... 7.96 eV
Total charge ... +1

---

Formula: C3H8N2O
Source: the OMol25 dataset
Level of theory: wB97M-V/def2-TZVPD

Geometry as XYZ:
```
14
Properties=species:S:1:pos:R:3
C -0.118 -1.162 0.273
C -1.823 0.789 0.069
C -0.635 -0.021 -0.350
N 1.100 -1.516 -0.047
N 2.127 0.659 -0.029
O 1.065 1.274 0.269
H -0.642 -1.734 1.031
H -1.848 1.242 1.109
H -2.109 1.539 -0.608
H -2.866 0.248 0.089
H -0.286 0.313 -1.370
H 1.511 -2.141 0.609
H 2.626 1.017 -0.927
H 1.900 -0.506 -0.119
```

Computed properties:
LUMO energy (spin up / spin down) ... 0.5454 / -0.4238 eV
Gap between HOMO and LUMO (spin up / spin down) ... 8.15 / 7.52 eV
Relative energy (zero: lowest compared OMol25 entry of this formula, charge and spin) ... 141.5 kcal per mole

---

Formula: C52H119N5O9
Source: the OMol25 dataset
Level of theory: wB97M-V/def2-TZVPD

Geometry as XYZ:
```
185
Properties=species:S:1:pos:R:3
C -2.793 4.262 -0.445
C -3.071 2.772 -0.309
C -2.047 1.970 -1.074
C -2.913 2.386 1.225
C -4.079 2.765 2.179
C -5.268 2.180 1.575
C -5.668 2.598 0.157
C -6.785 1.589 -0.315
C -6.322 3.939 0.198
N -4.468 2.432 -0.717
O -4.619 2.718 -2.026
H -2.450 4.522 -1.447
H -3.652 4.893 -0.218
H -2.152 4.777 0.271
H -2.058 2.145 -2.150
H -1.018 2.180 -0.781
H -2.260 0.902 -1.114
H -2.647 1.355 1.454
H -2.072 2.916 1.673
H -3.912 2.345 3.171
H -4.269 3.837 2.233
H -6.109 2.361 2.244
H -5.167 1.100 1.678
H -7.557 1.466 0.445
H -6.409 0.587 -0.523
H -7.229 1.911 -1.257
H -5.619 4.604 0.699
H -7.216 4.147 0.784
H -6.534 4.276 -0.817
H -4.812 1.826 -2.321
C 4.641 2.260 -6.447
C 3.658 1.427 -5.599
C 4.379 0.288 -4.897
C 3.195 2.400 -4.466
C 1.883 1.903 -3.781
C 0.715 1.584 -4.817
C 1.204 0.597 -5.882
C 1.302 -0.826 -5.265
C 0.136 0.656 -6.922
N 2.479 1.005 -6.472
O 2.855 0.157 -7.421
H 5.514 2.640 -5.917
H 5.036 1.675 -7.278
H 4.150 3.097 -6.942
H 4.699 -0.560 -5.503
H 5.285 0.634 -4.400
H 3.834 -0.224 -4.103
H 3.963 2.574 -3.712
H 3.012 3.402 -4.854
H 2.203 1.001 -3.259
H 1.573 2.686 -3.089
H 0.204 2.416 -5.301
H -0.042 1.159 -4.157
H 1.942 -0.842 -4.382
H 1.735 -1.581 -5.921
H 0.350 -1.172 -4.861
H 0.221 -0.208 -7.582
H 0.104 1.551 -7.543
H -0.825 0.675 -6.408
H 2.936 0.798 -8.131
C 1.745 2.768 3.098
C 0.993 3.085 4.490
C -0.531 3.130 4.175
C 1.401 1.977 5.488
C 1.135 2.364 6.929
C 1.761 3.709 7.176
C 1.417 4.917 6.238
C 0.082 5.488 6.528
C 2.493 6.013 6.599
N 1.542 4.406 4.900
O 1.420 5.421 3.979
H 1.345 3.420 2.321
H 1.524 1.724 2.877
H 2.834 2.797 3.117
H -0.760 3.931 3.472
H -1.101 3.364 5.075
H -0.854 2.253 3.615
H 0.967 0.996 5.297
H 2.477 1.832 5.391
H 1.564 1.615 7.595
H 0.077 2.300 7.182
H 2.843 3.576 7.214
H 1.498 4.033 8.182
H -0.245 6.161 5.735
H -0.682 4.723 6.667
H 0.166 6.039 7.465
H 2.305 6.864 5.944
H 2.402 6.355 7.630
H 3.505 5.626 6.485
H 2.360 5.487 3.794
C -8.298 -1.595 -2.380
C -6.863 -2.100 -2.596
C -6.938 -3.421 -3.453
C -6.126 -0.961 -3.452
C -4.598 -1.197 -3.438
C -4.085 -1.175 -1.991
C -4.725 -2.210 -1.057
C -3.994 -3.551 -1.200
C -4.483 -1.734 0.410
N -6.207 -2.273 -1.280
O -6.865 -3.239 -0.401
H -8.654 -1.368 -3.385
H -8.948 -2.303 -1.866
H -8.406 -0.665 -1.822
H -5.953 -3.768 -3.765
H -7.338 -4.236 -2.850
H -7.614 -3.350 -4.305
H -6.459 -1.037 -4.487
H -6.437 0.023 -3.103
H -4.413 -2.122 -3.985
H -4.024 -0.462 -4.002
H -4.288 -0.205 -1.535
H -3.011 -1.317 -2.109
H -4.319 -4.169 -2.037
H -4.173 -4.136 -0.298
H -2.906 -3.508 -1.261
H -4.787 -0.711 0.632
H -3.445 -1.893 0.702
H -5.008 -2.385 1.109
H -6.713 -4.048 -0.895
C 3.036 -5.284 4.394
O 4.158 -5.062 3.557
C 4.041 -4.239 2.351
C 5.382 -4.119 1.612
C 6.433 -3.212 2.320
N 5.148 -3.502 0.339
H 2.144 -5.342 3.769
H 2.918 -4.392 5.009
H 3.189 -6.140 5.051
H 3.356 -4.606 1.587
H 3.680 -3.239 2.590
H 5.784 -5.091 1.326
H 6.091 -2.201 2.541
H 7.301 -3.173 1.661
H 6.748 -3.645 3.269
H 6.039 -3.244 -0.061
H 4.887 -4.261 -0.273
C 0.353 -3.096 4.687
C -0.548 -1.986 5.220
C -1.052 -1.034 4.080
O -1.652 -2.529 5.835
H -0.230 -3.781 4.071
H 0.773 -3.685 5.502
H 1.084 -2.725 3.968
H -0.119 -1.416 6.044
H -1.838 -1.404 3.421
H -0.299 -0.699 3.366
H -1.499 -0.158 4.550
H -2.067 -3.159 5.242
C 5.561 0.343 1.554
C 4.288 0.352 0.698
C 4.484 0.261 -0.846
O 3.518 -0.810 0.969
H 6.271 -0.331 1.075
H 5.335 0.003 2.565
H 5.838 1.392 1.661
H 3.681 1.225 0.938
H 3.526 0.447 -1.332
H 4.858 -0.732 -1.095
H 5.267 0.923 -1.215
H 4.162 -1.521 0.926
C 4.527 -5.221 -4.534
C 4.948 -4.019 -3.713
C 3.749 -3.211 -3.254
O 5.771 -4.426 -2.569
H 3.526 -5.507 -4.212
H 5.199 -6.062 -4.364
H 4.544 -5.004 -5.602
H 5.593 -3.404 -4.340
H 3.154 -2.734 -4.033
H 4.058 -2.384 -2.614
H 3.135 -3.876 -2.647
H 6.428 -5.026 -2.929
C 0.764 -1.263 -1.465
C 0.318 -1.132 0.047
C 0.592 -2.491 0.751
O 0.970 -0.059 0.698
H 0.802 -0.255 -1.879
H 0.195 -1.918 -2.125
H 1.756 -1.705 -1.552
H -0.753 -0.941 0.119
H 0.225 -2.464 1.777
H 1.676 -2.606 0.732
H 0.148 -3.295 0.163
H 1.871 -0.318 0.904
```

Computed properties:
SMILES ... CC1(C)CCCC(C)(C)N1O.CC1(C)CCCC(C)(C)N1O.CC1(C)CCCC(C)(C)N1O.CC1(C)CCCC(C)(C)N1O.COC[C@H](C)N.CC(C)O.CC(C)O.CC(C)O.CC(C)O
LUMO energy ... 0.4466 eV
Gap between HOMO and LUMO ... 8.39 eV

---

Formula: C2H3NO2
Source: the OMol25 dataset
Level of theory: wB97M-V/def2-TZVPD

Geometry as XYZ:
```
8
Properties=species:S:1:pos:R:3
C 0.158 -1.150 -0.088
C 0.037 0.242 0.300
O -0.107 2.356 0.287
O -1.270 1.747 -0.273
N 0.663 1.295 0.427
H -0.194 -1.822 0.693
H -0.474 -1.283 -0.974
H 1.188 -1.385 -0.370
```

Computed properties:
LUMO energy (spin up / spin down) ... -0.9298 / -0.9285 eV
Gap between HOMO and LUMO (spin up / spin down) ... 8.60 / 8.60 eV
Relative energy (zero: lowest compared OMol25 entry of this formula, charge and spin) ... 175.6 kcal per mole

---

Formula: C3H7NO2
Source: the OMol25 dataset
Level of theory: wB97M-V/def2-TZVPD

Geometry as XYZ:
```
13
Properties=species:S:1:pos:R:3
C -0.911 0.311 1.806
N -0.262 0.415 0.519
C 0.298 -0.660 -0.092
O 0.276 -1.796 0.352
C 1.001 -0.323 -1.405
O 0.385 0.732 -2.119
H -1.922 0.729 1.773
H -0.968 -0.751 2.050
H -0.339 0.822 2.589
H -0.159 1.310 0.064
H 1.085 -1.249 -1.985
H 2.013 0.025 -1.176
H -0.497 0.434 -2.378
```

Computed properties:
SMILES ... CNC(=O)CO
LUMO energy ... 0.7217 eV
Gap between HOMO and LUMO ... 10.39 eV
Relative energy (zero: lowest compared OMol25 entry of this formula, charge and spin) ... 18.8 kcal per mole

---

Formula: C28H40CeN6O2
Source: the OMol25 dataset
Level of theory: wB97M-V/def2-TZVPD

Geometry as XYZ:
```
77
Properties=species:S:1:pos:R:3
Ce -0.260 -0.389 0.150
C 4.778 -0.366 -5.487
C 3.572 -0.335 -4.616
C 2.316 -0.579 -5.115
C 1.128 -0.533 -4.332
C -0.024 -0.624 -5.139
N -1.302 -0.366 -4.984
C -1.999 0.099 -3.814
C -2.001 1.633 -3.679
C -2.414 1.961 -2.248
N -2.475 3.376 -1.971
C -2.656 3.943 -0.805
C -2.622 3.413 0.511
C -3.485 4.052 1.438
C -3.577 3.678 2.761
C -4.604 4.240 3.680
C -2.626 2.766 3.232
C -1.723 2.122 2.393
C -0.696 1.314 3.016
N -0.061 0.337 2.478
C 1.030 -0.249 3.261
C 2.114 -0.826 2.341
C 2.670 0.212 1.340
N 2.093 0.007 0.012
C 2.881 0.120 -0.996
C 2.571 -0.092 -2.391
C 3.668 -0.062 -3.250
C 1.247 -0.372 -2.891
O 0.253 -0.530 -2.093
C -1.738 2.367 0.972
O -0.906 1.775 0.186
H 4.521 -0.126 -6.515
H 5.223 -1.362 -5.474
H 5.530 0.336 -5.139
H 2.218 -0.766 -6.174
H 0.204 -0.917 -6.161
H -1.875 -0.471 -5.815
H -1.507 -0.335 -2.932
H -3.030 -0.254 -3.873
H -2.695 2.072 -4.400
H -1.002 2.025 -3.876
H -1.683 1.500 -1.559
H -3.410 1.538 -2.054
H -2.513 3.976 -2.791
H -2.922 4.996 -0.858
H -4.143 4.824 1.065
H -5.372 4.781 3.136
H -4.150 4.927 4.392
H -5.072 3.444 4.257
H -2.600 2.551 4.291
H -0.448 1.623 4.036
H 0.628 -1.050 3.896
H 1.479 0.499 3.926
H 1.710 -1.696 1.784
H 2.927 -1.192 2.972
H 3.764 0.154 1.298
H 2.401 1.225 1.673
H 3.930 0.376 -0.812
H 4.644 0.152 -2.837
N -2.906 -0.471 0.384
C -3.688 -1.540 -0.300
C -3.596 -2.858 0.474
C -2.169 -3.272 0.843
C -1.290 -3.585 -0.377
N 0.062 -3.004 -0.186
H -3.178 -0.513 1.374
H -3.278 0.427 0.063
H -3.301 -1.637 -1.324
H -4.748 -1.266 -0.364
H -4.053 -3.649 -0.120
H -4.179 -2.767 1.392
H -2.235 -4.154 1.480
H -1.686 -2.469 1.443
H -1.709 -3.144 -1.287
H -1.239 -4.666 -0.534
H 0.612 -3.217 -1.024
H 0.517 -3.547 0.556
```

Computed properties:
LUMO energy (spin up / spin down) ... -13.7133 / -13.7151 eV
Gap between HOMO and LUMO (spin up / spin down) ... 5.32 / 5.32 eV
Relative energy (zero: lowest compared OMol25 entry of this formula, charge and spin) ... 7.1 kcal per mole
Total charge ... +4

---

Number 1: calculated total energy -86615.883 eV, M 778.26 g mol⁻¹. Number 2: calculated total energy -8263.191 eV, M 88.11 g mol⁻¹. Number 3: calculated total energy -81723.832 eV, M 958.55 g mol⁻¹. Number 4: calculated total energy -7700.230 eV, M 73.05 g mol⁻¹. Number 5: calculated total energy -8809.715 eV, M 89.09 g mol⁻¹. Number 6: calculated total energy -55614.003 eV, M 632.78 g mol⁻¹.